# C36H91AsBF6N5NaO2Sn

C36H91AsBF6N5NaO2Sn as an isolated structure at a distorted geometry (ωB97M-V/def2-TZVPD, OMol25).

```
144
Properties=species:S:1:pos:R:3:forces:R:3
Na 1.2834 2.0442 1.1694 0.060 0.370 -0.293
Sn -3.7232 -3.7181 -2.2083 -0.088 3.055 0.147
B 2.4676 3.6615 -0.4488 -0.035 0.085 -0.177
H 2.4690 3.9246 0.5976 -0.260 0.880 4.505
H 2.4829 2.5945 -0.6086 -0.045 -4.255 -0.622
H 1.6376 4.1285 -0.9562 -3.384 1.700 -1.911
H 3.3791 4.0971 -0.8279 3.521 1.436 -1.576
As -0.2161 -0.9730 -0.9289 1.578 1.694 -0.500
F -0.9676 -0.5142 0.6290 0.846 -0.421 -1.284
F 0.9978 0.4029 -0.7648 -1.727 -2.335 -0.074
F 0.3674 -1.5316 -2.5407 -0.719 0.627 2.003
F -1.6074 -2.1471 -1.0547 -0.523 -1.064 -0.377
F -1.3235 0.1560 -1.7857 0.829 -0.938 0.707
F 0.8529 -2.1869 -0.1432 -1.622 1.580 -0.903
C -8.4875 -2.3297 -0.2254 -0.670 1.307 0.088
C -7.1205 -2.8328 -0.5825 -0.614 -2.596 -0.426
N -6.1446 -1.9023 -1.1831 0.559 -1.314 0.651
C -5.7520 -0.9717 -0.1115 0.924 0.805 -0.848
C -4.5552 -0.0868 -0.4937 -0.395 0.077 0.157
C -6.6869 -1.2104 -2.3543 0.063 -0.572 -0.734
C -7.1620 -2.1627 -3.4601 -0.648 0.451 0.292
H -8.9894 -2.0324 -1.1462 -0.162 0.465 0.181
H -8.4259 -1.5125 0.4933 -0.208 0.270 -0.229
H -9.1900 -3.0263 0.2323 0.613 -0.577 -0.015
H -6.7416 -3.4207 0.2534 0.756 0.655 0.269
H -7.3418 -3.6466 -1.2730 0.346 0.009 -0.574
H -6.6307 -0.3413 0.0249 0.027 0.207 0.460
H -5.5555 -1.5478 0.7926 -0.014 0.088 -0.046
H -3.6580 -0.6348 -0.7815 0.075 -0.244 0.214
H -4.7662 0.5802 -1.3296 -0.208 -0.055 0.133
H -4.3160 0.5605 0.3500 0.158 -0.094 0.024
H -5.9487 -0.4990 -2.7247 -0.037 -0.261 0.054
H -7.5705 -0.6512 -2.0467 -0.018 0.257 0.139
H -8.0339 -2.7246 -3.1251 -0.017 -0.032 0.024
H -6.4733 -2.9035 -3.8663 0.525 0.179 0.090
H -7.5256 -1.5440 -4.2805 0.185 -0.099 -0.160
C 2.9339 3.6487 3.9066 0.441 -0.764 -0.416
C 3.7238 2.4231 3.3286 -0.137 1.091 0.680
N 2.8615 1.3042 2.9617 -0.137 0.079 -0.040
C 2.1045 0.8073 4.1318 -0.062 -0.180 -1.363
C 1.0415 -0.1679 3.6693 0.170 -0.416 0.851
C 3.5798 0.2309 2.1946 -0.040 0.995 -0.185
C 4.4591 0.7894 1.0935 0.109 0.869 -0.536
H 3.6061 4.4801 4.1191 0.125 -0.028 -0.351
H 2.4065 3.4946 4.8480 -0.064 -0.351 -0.108
H 2.2368 3.9324 3.1182 -0.122 0.324 0.154
H 4.2522 2.8145 2.4593 -0.192 -0.197 -0.106
H 4.4963 2.1100 4.0310 0.201 -0.154 0.331
H 2.7439 0.3093 4.8607 0.306 -0.068 0.162
H 1.5772 1.6091 4.6488 0.355 0.245 -0.190
H 0.3114 0.2469 2.9743 0.090 0.108 -0.052
H 1.4908 -1.0724 3.2593 -0.163 -0.041 -0.063
H 0.5326 -0.4234 4.5987 -0.429 -0.387 -0.161
H 2.8479 -0.3544 1.6382 -0.201 -0.375 0.557
H 4.2234 -0.3947 2.8131 -0.322 -0.332 0.476
H 5.4116 1.2153 1.4086 0.121 -0.419 0.225
H 3.9839 1.6287 0.5856 -0.300 -0.024 -0.137
H 4.6151 0.0382 0.3193 0.216 -0.108 0.153
C 3.1072 -6.8523 0.9821 0.368 -0.634 1.022
C 4.0581 -6.5080 2.1809 -1.504 0.924 -1.027
N 4.9332 -5.3671 1.9165 1.242 -0.277 0.406
C 4.2539 -4.1554 1.3641 -1.076 -1.698 -0.041
C 2.9800 -3.7153 2.1130 0.269 -0.107 0.311
C 5.7423 -5.0981 3.1177 -0.670 1.001 -0.153
C 6.9410 -4.2209 2.8648 0.315 -0.064 -0.207
H 3.6260 -7.3329 0.1527 0.077 0.319 -0.105
H 2.4706 -6.0318 0.6508 0.412 0.167 -0.080
H 2.3940 -7.5846 1.3605 0.000 -0.248 0.040
H 3.3979 -6.2627 3.0128 -0.350 0.086 0.400
H 4.5887 -7.3900 2.5396 0.440 0.112 -0.478
H 4.9145 -3.3017 1.2128 0.220 -0.358 0.172
H 3.9469 -4.5304 0.3878 0.043 0.565 -0.302
H 3.2334 -3.4767 3.1459 -0.159 0.426 0.034
H 2.4816 -2.8889 1.6063 0.319 0.318 0.110
H 2.2001 -4.4716 2.2008 0.273 -0.372 -0.156
H 6.0446 -5.9672 3.7020 -0.170 -0.469 -0.596
H 5.1116 -4.5313 3.8025 -0.250 0.103 0.543
H 7.3882 -4.0048 3.8350 0.137 0.288 -0.095
H 6.6400 -3.3013 2.3629 0.142 0.132 0.227
H 7.6978 -4.6877 2.2344 -0.046 -0.165 -0.003
C -0.1218 3.0802 -3.9182 1.016 -0.465 0.566
C 0.9660 2.9387 -5.0098 -1.164 0.739 -0.604
N 2.3042 2.5975 -4.5896 0.141 -1.745 -0.159
C 2.2751 1.3361 -3.7933 0.798 1.409 0.001
C 3.5599 1.2293 -3.0150 0.185 0.109 1.224
C 3.2748 2.4201 -5.7019 0.492 1.586 -0.072
C 3.5109 3.7230 -6.5132 -0.858 -0.580 0.028
H -1.0248 3.5670 -4.2868 0.239 0.390 -0.083
H 0.3251 3.5674 -3.0516 -0.211 0.596 -0.045
H -0.4591 2.1421 -3.4775 0.050 -0.442 -0.289
H 0.5284 2.2785 -5.7587 0.160 -0.816 -0.480
H 0.9681 3.8901 -5.5417 0.327 0.225 0.129
H 1.4519 1.4088 -3.0826 0.135 -0.045 -0.033
H 2.1607 0.4200 -4.3728 -0.371 -0.106 -0.590
H 4.4784 0.9796 -3.5461 -0.319 -0.424 -0.248
H 3.7824 2.1615 -2.4956 -0.257 0.161 -0.072
H 3.3442 0.5252 -2.2114 0.516 -0.369 0.030
H 3.0409 1.6095 -6.3920 -0.658 -0.229 -0.211
H 4.2724 2.1451 -5.3595 -0.275 -0.047 0.796
H 3.7186 4.5990 -5.8988 0.002 -0.211 0.222
H 2.5965 3.9149 -7.0746 0.089 0.316 -0.220
H 4.3251 3.6040 -7.2280 -0.012 -0.124 0.034
C -2.0738 1.8212 3.0073 -1.142 0.591 1.286
C -1.3730 3.1937 2.9854 -0.122 -1.028 -0.511
N -0.9813 3.4801 1.6030 0.805 0.315 -0.278
C -0.3701 4.8397 1.5194 -0.033 -0.015 -0.583
C -1.3499 6.0422 1.5474 0.280 -1.064 -0.053
C -2.0318 3.2921 0.5750 0.495 0.244 -0.311
C -1.4181 3.3205 -0.8439 -0.444 -0.294 0.468
H -2.1907 1.3920 4.0024 0.843 -0.007 0.336
H -1.6926 1.0485 2.3396 0.040 0.346 -0.095
H -3.1353 2.0206 2.8604 -0.158 -0.222 -0.915
H -1.9974 3.9787 3.4119 -0.547 -0.013 0.019
H -0.5008 3.2041 3.6391 0.399 -0.141 -0.269
H 0.3735 4.9017 2.3140 -0.348 0.119 0.470
H 0.2962 4.9111 0.6597 -0.339 -0.214 -0.397
H -1.9553 6.1633 0.6491 0.371 -0.122 -0.361
H -2.1038 5.8512 2.3111 0.231 0.640 0.496
H -0.7343 6.9340 1.6645 -0.438 0.121 0.381
H -2.7821 4.0695 0.7192 -0.375 0.099 -0.237
H -2.5390 2.3320 0.6706 0.221 -0.006 0.358
H -0.5636 2.6439 -0.8420 0.434 0.534 -0.065
H -1.2034 4.3249 -1.2089 0.441 -0.163 0.185
H -2.0569 2.8522 -1.5927 -0.547 0.087 0.131
C -1.5745 -2.9394 5.1344 0.536 -0.012 -0.590
C -0.5173 -3.5481 4.1873 2.214 -1.350 2.261
O 0.4275 -4.2035 4.6911 -2.558 1.736 -1.895
C -0.6711 -3.2631 2.6985 0.339 -0.475 0.379
H -1.1717 -1.9841 5.4709 -0.063 0.322 -0.307
H -1.7203 -3.4686 6.0761 0.060 -0.497 -0.386
H -2.5098 -2.7796 4.5979 -0.075 0.112 0.208
H -0.7234 -2.1941 2.4924 -0.316 0.007 0.121
H -1.5852 -3.7754 2.3982 -0.290 0.244 -0.163
H 0.1376 -3.6658 2.0885 0.097 -0.054 0.352
C -4.0270 1.1768 -4.1672 0.350 -1.879 0.150
C -3.3933 -0.2382 -4.3745 0.200 0.424 -0.496
O -3.8255 -1.3029 -3.9014 -0.164 0.405 0.736
C -2.1879 -0.2634 -5.2777 -0.295 -0.663 0.764
H -3.2420 1.9300 -4.2351 -0.092 -0.045 0.098
H -4.5710 1.2179 -3.2235 0.120 0.162 -0.149
H -4.7279 1.3080 -4.9916 -0.045 0.111 -0.084
H -2.3284 0.2757 -6.2146 -0.023 0.034 0.128
H -1.9224 -1.3109 -5.4201 0.059 0.122 -0.356
H -1.3755 0.1859 -4.7065 0.185 0.310 -0.041
```
Positions in Å, forces in eV/Å.

Computed properties:
Maximum force ... 4.6 eV Å⁻¹
Molecular weight ... 967.58 g mol⁻¹
Charge ... +1
Orbital gap ... 0.05844 hartree
HOMO ... -0.336 hartree